A cluster of 5 separate species, C26H34Cl2N5O3S in total. Source: OMol25; level of theory: ωB97M-V/def2-TZVPD.

Output
LUMO level	-0.09952	hartree
E_HOMO	-11.0	eV
gap between HOMO and LUMO	8.295	eV
multiplicity	1
max |F|	0.3	eV Å⁻¹
net charge	+1

Each line ends with the Löwdin charge.
Element x y z (Å)
C 2.60971 -1.21908 2.00512  -0.10
C 2.98777 0.17969 1.55369  -0.72
Cl 4.76731 0.34474 1.42419  0.67
C 2.38270 0.62807 0.20617  -0.68
Cl 0.96533 1.63345 0.43870  0.79
N 1.96564 -0.54395 -0.64894  0.05
C 1.63026 -0.24149 -2.09546  -0.13
C 2.84530 -0.39195 -3.00163  -0.17
C 4.03474 0.56977 -2.88358  -0.22
S 3.57448 2.25944 -3.21209  0.58
O 3.33828 2.39083 -4.60682  -0.23
O 2.58010 2.61307 -2.23579  -0.30
O 4.89186 3.07462 -2.92189  -0.12
H 1.54704 -1.26919 2.26444  0.07
H 2.83274 -1.99602 1.27039  0.08
H 3.17402 -1.47741 2.89903  0.09
H 2.65029 0.90283 2.29235  0.09
H 3.11381 1.19050 -0.36383  0.06
H 2.71782 -1.23831 -0.63743  0.17
H 1.16110 -0.97832 -0.18744  0.16
H 0.87800 -0.97260 -2.38992  0.13
H 1.17774 0.74637 -2.11268  0.09
H 2.46436 -0.34382 -4.02482  0.14
H 3.24651 -1.40554 -2.88784  0.13
H 4.75966 0.31427 -3.65769  0.12
H 4.55231 0.51708 -1.92151  0.09
H 5.14332 3.07906 -1.98298  0.11
N -2.39960 -1.93513 -2.15725  0.06
C -1.96786 -0.99083 -1.32485  -0.18
C -1.94153 0.35928 -1.63932  -0.10
C -2.40189 0.76130 -2.88521  -0.06
C -2.86820 -0.21028 -3.75538  -0.05
C -2.84406 -1.53865 -3.34779  -0.15
H -1.62693 -1.33677 -0.35106  0.10
H -1.56359 1.07096 -0.91925  0.07
H -2.39309 1.80499 -3.17112  0.11
H -3.24148 0.04779 -4.73680  0.11
H -3.19609 -2.31994 -4.01234  0.11
N -5.80885 -5.04617 -2.60994  0.05
C -5.24408 -4.02161 -1.97527  -0.16
C -5.53254 -3.67719 -0.66325  -0.07
C -6.46082 -4.43721 0.03022  -0.08
C -7.05617 -5.50742 -0.61763  -0.07
C -6.69689 -5.76976 -1.93214  -0.15
H -4.52173 -3.44828 -2.54083  0.06
H -5.03646 -2.83289 -0.20309  0.09
H -6.71625 -4.20108 1.05528  0.10
H -7.78669 -6.12994 -0.11929  0.10
H -7.14470 -6.60004 -2.46665  0.10
N -0.73667 -2.40165 3.80870  0.04
C -0.93687 -3.09467 4.92874  -0.15
C -1.44111 -2.53499 6.09414  -0.06
C -1.75350 -1.18541 6.10422  -0.07
C -1.55080 -0.44977 4.94618  -0.07
C -1.04677 -1.10720 3.83605  -0.18
H -0.68702 -4.14865 4.89089  0.11
H -1.58504 -3.15025 6.97147  0.11
H -2.14836 -0.71587 6.99548  0.11
H -1.77956 0.60614 4.90144  0.10
H -0.88975 -0.56091 2.90906  0.08
N 2.59888 4.47657 1.34948  0.03
C 3.21668 5.27930 2.21611  -0.16
C 3.43034 6.63060 1.98956  -0.07
C 2.98573 7.18229 0.79863  -0.07
C 2.34000 6.36072 -0.11197  -0.06
C 2.16583 5.02430 0.21334  -0.18
H 3.55876 4.81946 3.13658  0.10
H 3.93606 7.23196 2.73235  0.11
H 3.13777 8.23224 0.58561  0.11
H 1.97293 6.74341 -1.05440  0.11
H 1.66975 4.35514 -0.48039  0.07

***

A structure of composition C30H47ClP2Rh at a distorted geometry. Source: OMol25; level of theory: ωB97M-V/def2-TZVPD.

Output
LUMO level (spin up / spin down)	-0.08827 / -0.09308	hartree
E_HOMO (spin up / spin down)	-7.2 / -10.2	eV
gap between HOMO and LUMO (spin up / spin down)	4.846 / 7.713	eV
multiplicity	5
max |F|	7.2	eV Å⁻¹
net charge	+1

Each line ends with the Löwdin charge.
Element x y z (Å)
Rh 0.58825 -1.42545 1.05774  0.83
C -1.16242 -1.51433 2.10054  -0.34
C -0.83174 -2.79455 1.51742  -0.35
C 0.92906 -2.16017 2.92815  -0.34
C -0.07956 -1.14286 2.98106  -0.34
C 0.47321 -3.18718 2.01770  -0.36
C -2.49173 -0.81483 2.08914  -0.04
H -3.19743 -1.28856 1.40488  0.06
H -2.38403 0.23176 1.78991  0.06
H -2.92494 -0.81742 3.09769  0.09
C -0.12397 -0.02836 3.97211  -0.04
H -0.53498 0.87441 3.51694  0.05
H 0.88611 0.19002 4.31334  0.06
H -0.73365 -0.29883 4.84344  0.10
C 2.15355 -2.20063 3.79197  -0.03
H 1.89141 -2.26658 4.85334  0.09
H 2.74438 -1.29226 3.64843  0.06
H 2.76719 -3.06479 3.54238  0.07
C 1.15133 -4.50550 1.81525  -0.04
H 1.26477 -5.04535 2.76314  0.09
H 2.15237 -4.35526 1.40944  0.08
H 0.57993 -5.13031 1.13313  0.07
C -1.75446 -3.67207 0.72085  -0.04
H -1.65178 -4.71214 1.04099  0.08
H -1.53276 -3.63060 -0.34910  0.06
H -2.79037 -3.36022 0.86585  0.07
C -2.02469 2.68053 -0.58063  -0.09
C -2.99485 1.80324 -0.30553  -0.10
C -3.14816 0.50911 -1.05227  -0.17
C -3.02914 0.61779 -2.59531  -0.16
C -1.72069 0.02113 -3.16523  -0.38
C -0.54087 -0.13329 -2.18094  -0.44
C -0.05388 1.09717 -1.36644  -0.18
C -0.86592 2.38906 -1.48544  -0.20
H -4.12690 0.04844 -0.82845  0.12
H -3.14764 1.65686 -2.91209  0.09
H -2.40578 -0.20005 -0.64326  0.09
H -1.25309 2.45195 -2.50388  0.03
H -2.04277 3.70688 -0.20231  0.11
H -3.73909 1.99520 0.47290  0.11
H -0.16145 3.22892 -1.38775  0.13
H 0.07228 0.81746 -0.30117  0.09
H -0.73701 -0.96410 -1.48082  0.08
H 0.97359 1.37619 -1.68478  0.10
H -3.88547 0.07417 -3.04066  0.12
H -1.98961 -0.99866 -3.50962  0.12
P -1.00865 0.85255 -4.60367  0.93
C -1.19504 2.65421 -4.63682  -0.17
C -1.66503 0.23988 -6.15272  -0.17
P 0.93439 -0.81356 -3.09678  0.80
C 0.74609 0.42343 -4.46060  -0.35
C 0.40962 -2.40540 -3.79104  -0.20
C 2.71505 -0.81651 -2.79991  -0.24
H -0.30381 3.14036 -4.22014  0.07
H -2.09877 3.01742 -4.13024  0.07
H -1.27656 2.95798 -5.69018  0.07
H -1.22269 0.89317 -6.92420  0.07
H -2.76162 0.33547 -6.16293  0.08
H -1.37918 -0.80457 -6.33617  0.07
H 3.23555 -0.45680 -3.70972  0.05
H 3.04594 -1.84792 -2.61096  0.05
H 3.00691 -0.17984 -1.94798  0.05
H 1.30095 1.32793 -4.17890  0.08
H 1.14032 0.04207 -5.41039  0.08
H 1.16717 -3.14774 -3.50693  0.06
H 0.34962 -2.37678 -4.88505  0.05
H -0.55294 -2.73872 -3.38388  0.05
Cl 0.15931 3.59012 3.36493  0.72
C 1.62341 3.14427 4.11975  -0.62
C 1.97226 3.71445 5.33638  -0.10
C 3.14706 3.31352 5.99138  -0.07
C 3.97068 2.33683 5.42461  -0.09
C 3.63695 1.74138 4.21560  -0.04
C 2.44073 2.11830 3.50947  -0.34
C 2.07571 1.41849 2.36383  0.02
H 1.31745 4.45988 5.76722  0.10
H 3.40428 3.76523 6.95267  0.11
H 4.87890 2.02169 5.94687  0.11
H 4.27255 0.96668 3.77710  0.11
H 2.74071 0.64175 1.98195  0.06
H 1.20609 1.70480 1.77535  0.03